[1]
Computed, not measured: C4H8O3S as an isolated structure at a distorted geometry, with ωB97M-V with the def2-TZVPD basis set.

Last column: Löwdin charge in e.
Cartesian coordinates (Å):
1 C -0.6857 0.4220 -0.1332  -0.622
2 C 0.6894 0.0617 -0.4739  -0.145
3 C -0.6652 1.7561 0.6088  -0.039
4 C 0.7804 -0.9805 -1.5293  -0.099
5 O 0.3708 -2.5678 1.0817  -0.287
6 O 0.4038 -0.4343 2.5423  -0.302
7 O -1.2712 -0.5328 0.5942  -0.177
8 S 0.1232 -1.1592 1.3100  0.833
9 H -1.2565 0.4661 -1.0736  0.159
10 H 1.4916 0.6987 -0.1176  0.131
11 H -0.2407 2.6163 0.1594  0.063
12 H -0.1972 1.4688 1.5681  0.064
13 H -1.8016 2.0240 0.9400  0.140
14 H 1.1183 -0.5403 -2.5046  0.100
15 H -0.2248 -1.4892 -1.7681  0.123
16 H 1.3654 -1.8095 -1.2042  0.058

Atomic forces in eV per Å
C -0.2 5.1 -3.0
C -0.2 -3.4 3.0
C -3.9 -0.8 2.5
C -1.1 -0.1 -1.9
O -1.2 1.0 1.0
O -0.8 -1.8 -0.6
O -1.2 -3.7 2.8
S 3.0 2.3 -2.5
H -0.1 0.3 0.1
H 0.1 0.1 -0.7
H 0.6 0.5 -0.7
H 0.1 0.9 -0.4
H 2.6 -0.5 -0.9
H 0.1 -0.5 0.8
H 1.2 1.1 0.6
H 1.0 -0.5 -0.1

As for the energy above the lowest of the compared OMol25 structures with the same formula, charge and spin: 329.2 kJ/mol. The calculation puts the largest force on an atom at 5.94 eV/Å. The gap between HOMO and LUMO comes out at 10.0926 eV. Its charge is 0. Its total energy is -781.0079 a.u.

[2]
Computed, not measured: C16H52B2FeO14S2 as an isolated structure at a distorted geometry, with ωB97M-V with the def2-TZVPD basis set.

Last column: Löwdin charge in e.
Cartesian coordinates (Å):
1 Fe -0.6678 -2.3600 -0.7818  0.808
2 S -3.1087 -2.8810 -1.6227  0.260
3 O -3.6272 -4.1992 -1.3645  -0.325
4 O -1.7797 -2.8180 -2.2274  -0.379
5 O -4.0300 -1.9583 -2.2376  -0.328
6 O -2.6052 -2.3790 -0.3272  -0.418
7 S -0.7211 -4.3868 0.9801  0.257
8 O -2.0796 -4.7987 1.3358  -0.334
9 O -0.6569 -4.3033 -0.4558  -0.371
10 O -0.4150 -2.9461 1.0152  -0.423
11 O 0.3057 -5.1902 1.5711  -0.320
12 B -0.7984 -0.2588 -0.5078  -0.436
13 H 0.2656 -0.4307 -0.4579  -0.005
14 H -0.9520 0.8054 -0.5979  0.000
15 H -1.2288 -0.6826 -1.4019  -0.014
16 H -1.2706 -0.6695 0.3711  0.005
17 B 1.1644 -2.4049 -1.8260  -0.384
18 H 0.3777 -1.7688 -2.2013  -0.024
19 H 2.0949 -2.0826 -2.2671  -0.012
20 H 1.2329 -2.3373 -0.7514  -0.007
21 H 0.9768 -3.4136 -2.1602  -0.002
22 C -2.8162 3.3444 0.2682  -0.181
23 O -3.3558 3.9544 1.3950  -0.151
24 H -2.4337 2.3704 0.5732  0.077
25 H -3.5195 3.1757 -0.5473  0.077
26 H -1.9655 3.9274 -0.0847  0.059
27 H -2.7313 3.8856 2.1208  0.070
28 C 2.7634 -0.9530 1.6824  -0.046
29 C 2.5482 -1.9401 2.8492  -0.425
30 C 1.5051 -1.4964 3.9347  -0.058
31 O 1.9587 -3.1500 2.3478  -0.100
32 H 1.8170 -0.6493 1.2349  0.072
33 H 3.4127 -1.3492 0.9016  0.069
34 H 3.1802 -0.0429 2.1138  0.065
35 H 3.5072 -2.1771 3.3098  0.112
36 H 0.9973 -2.3329 4.4148  0.069
37 H 0.6220 -0.9702 3.5721  0.070
38 H 2.0253 -0.9099 4.6920  0.047
39 H 1.0672 -2.9546 2.0501  0.015
40 C -4.4540 0.3090 3.2029  -0.076
41 C -3.4191 -0.5134 2.4495  -0.508
42 C -2.7823 -1.7088 3.2081  -0.030
43 O -4.1322 -1.0596 1.4204  -0.050
44 H -3.9995 0.6438 4.1353  0.053
45 H -5.3996 -0.1452 3.4988  0.064
46 H -4.6680 1.2251 2.6524  0.061
47 H -2.6376 0.1505 2.0798  0.120
48 H -3.4076 -2.6014 3.1892  0.083
49 H -2.6197 -1.4328 4.2500  0.050
50 H -1.8016 -1.9829 2.8194  0.056
51 H -3.6238 -1.6998 0.9172  0.043
52 C 1.0028 3.3434 -0.5471  -0.088
53 C 1.6341 2.5521 0.6419  -0.507
54 C 2.4624 3.4060 1.5015  -0.310
55 O 0.5877 2.0525 1.4442  -0.072
56 H 1.8970 3.6976 -1.0600  0.036
57 H 0.3870 4.1863 -0.2336  0.052
58 H 0.4267 2.8046 -1.2994  0.051
59 H 2.2385 1.7194 0.2823  0.114
60 H 1.9172 4.0999 2.1412  0.037
61 H 3.1619 4.0163 0.9303  0.001
62 H 2.9547 2.6827 2.1516  0.052
63 H 0.0950 1.4386 0.8947  0.026
64 C 5.2786 -0.7525 -1.5817  -0.098
65 C 4.2416 0.3793 -1.4458  -0.456
66 C 4.7701 1.7123 -1.8959  -0.257
67 O 2.9939 0.1169 -2.2415  -0.083
68 H 5.5420 -0.7443 -2.6393  0.062
69 H 4.8442 -1.6820 -1.2136  0.068
70 H 6.2176 -0.6543 -1.0369  0.046
71 H 3.9557 0.4086 -0.3944  0.092
72 H 5.1864 1.6516 -2.9014  0.037
73 H 5.6284 1.9977 -1.2877  0.001
74 H 4.0059 2.4873 -1.8362  0.050
75 H 2.5609 -0.6890 -1.9507  -0.011
76 C -2.1537 2.7943 -3.1994  -0.072
77 C -2.3253 1.3087 -3.5781  -0.476
78 C -1.0099 0.6189 -3.9771  -0.032
79 O -2.9427 0.6978 -2.4756  -0.060
80 H -3.1420 3.2496 -3.1347  0.063
81 H -1.6964 3.2456 -4.0799  0.056
82 H -1.5224 3.0495 -2.3483  0.052
83 H -3.0725 1.2106 -4.3656  0.124
84 H -0.1910 0.9844 -3.3576  0.080
85 H -0.7425 0.8567 -5.0067  0.061
86 H -1.0486 -0.4604 -3.8296  0.085
87 H -2.2574 0.7604 -1.8062  0.018

Atomic forces in eV per Å
Fe -0.1 -0.5 0.5
S -2.2 -0.3 1.6
O -0.6 -0.9 -1.3
O 1.6 -1.1 -5.4
O -0.6 -0.1 -0.7
O -1.5 1.3 3.5
S -2.6 -2.4 -0.3
O 0.8 0.5 1.3
O 0.3 -4.0 -5.7
O 1.1 4.6 6.2
O 0.8 -0.7 1.0
B 0.3 1.4 0.8
H 3.9 -0.4 0.2
H -0.6 4.1 -0.2
H -1.4 -1.2 -3.2
H -1.7 -1.0 3.2
B 1.3 -0.6 -1.1
H -2.5 2.5 -1.8
H 3.3 1.1 -1.5
H 0.6 0.1 4.1
H -0.6 -3.7 -1.1
C 1.4 -1.0 -0.3
O -1.4 1.1 0.9
H 0.1 -0.2 -0.4
H -0.3 0.3 0.3
H 0.1 0.0 -0.4
H 0.1 -0.2 -0.2
C -0.3 0.3 1.1
C -2.8 -0.8 -0.8
C 0.7 0.5 0.0
O 2.4 0.0 0.5
H -0.1 -0.3 0.0
H 0.0 -0.2 0.2
H 0.3 0.3 -0.2
H 0.0 -0.2 0.1
H 0.7 -0.5 0.1
H 0.4 0.6 -0.6
H -0.3 0.4 0.3
H -0.6 0.1 -0.6
C 0.8 0.9 1.0
C -0.4 -1.6 0.6
C 0.3 0.9 0.8
O -1.8 0.4 -1.1
H 0.1 0.2 0.3
H 0.1 -0.6 -0.4
H -0.2 -0.1 -0.2
H 0.3 0.3 0.1
H -0.2 0.2 -0.2
H 0.1 0.0 0.4
H -0.1 0.0 -0.4
H 0.8 -0.5 -0.9
C 1.4 -0.2 -0.1
C -2.4 0.4 -1.4
C 1.0 0.5 0.7
O -0.1 -0.2 0.8
H -0.1 0.5 -0.4
H 0.2 0.1 0.4
H 0.1 -0.6 0.4
H 0.0 0.0 -0.4
H -0.4 -0.2 0.0
H 0.4 -0.3 0.0
H 0.5 0.5 0.3
H -0.4 -0.5 -0.2
C -0.5 0.3 -0.5
C -1.5 -0.8 -0.3
C 0.4 0.0 0.1
O 2.6 1.4 0.6
H 0.0 -0.7 -0.2
H -0.1 -0.2 -0.5
H -0.1 0.6 0.3
H -0.1 0.3 0.1
H -0.3 0.0 -0.3
H -0.1 0.1 0.3
H 0.1 0.0 -0.1
H -0.2 -0.6 0.3
C 0.0 0.0 -1.9
C 0.0 0.1 1.0
C -0.1 0.4 0.2
O -0.1 0.2 -0.3
H 0.0 0.0 0.4
H 0.3 0.5 -0.1
H -0.2 -0.5 0.1
H 0.1 0.2 -0.4
H 0.1 0.0 0.2
H 0.0 0.0 -0.2
H -0.2 0.0 -0.1
H -0.1 -0.6 0.8

As for the multiplicity: 7. The calculation puts the largest force on an atom at 7.77 eV/Å. The gap between HOMO and LUMO (alpha / beta) comes out at 1.9787 / 6.3478 eV. Its charge is -4. Its total energy is -3803.4618 a.u.

[3]
Computed, not measured: a 3-piece molecular cluster, C2H10NO2 overall, with ωB97M-V with the def2-TZVPD basis set.

Last column: Löwdin charge in e.
Cartesian coordinates (Å):
1 C -0.2650 1.0694 0.1813  -0.155
2 C 0.0364 2.1990 -0.4262  0.084
3 N 0.4483 -0.1896 -0.0481  0.181
4 H -1.0620 1.0066 0.9057  0.110
5 H -0.6548 3.0215 -0.3258  0.085
6 H 0.9164 2.2996 -1.0346  0.080
7 H 1.4040 -0.0888 -0.3721  0.166
8 H -0.1085 -0.6735 -0.7764  0.126
9 H 0.5229 -0.7728 0.7962  0.136
10 H 0.0586 -1.0718 3.4532  0.062
11 H -1.2156 -0.3285 2.9879  0.055
12 O -0.4502 -0.8160 2.6835  -0.035
13 H 0.6835 -2.4344 -2.6603  0.072
14 H -0.5168 -1.5667 -2.9990  0.071
15 O 0.2027 -1.6540 -2.3652  -0.038

Atomic forces in eV per Å
C 0.1 0.7 0.5
C -0.1 -0.6 0.1
N -0.4 -0.1 0.3
H -0.1 -0.3 -0.2
H 0.3 0.2 0.2
H 0.1 0.1 -0.4
H 0.1 0.3 -0.5
H 0.8 -0.6 0.1
H -0.6 0.2 0.2
H 0.0 0.0 0.3
H -0.2 0.0 0.3
O 0.3 -0.1 -0.7
H 0.1 -0.1 0.1
H 0.0 0.0 -0.1
O -0.2 0.0 -0.1

As for the energy above the lowest of the compared OMol25 structures with the same formula, charge and spin: 54.3 kJ/mol. The calculation puts the largest force on an atom at 1.00 eV/Å. The gap between HOMO and LUMO comes out at 11.9665 eV. Its charge is +1. Its total energy is -287.1757 a.u.

[4]
Computed, not measured: one molecule with the formula C17H19FN2O2, with ωB97M-V with the def2-TZVPD basis set.

Last column: Löwdin charge in e.
Cartesian coordinates (Å):
1 C 3.6850 0.8556 1.2613  -0.089
2 C 3.1102 2.0583 0.5121  -0.168
3 C 1.9539 1.6682 -0.3910  -0.318
4 F 2.2759 0.5128 -1.0866  0.023
5 N 0.7597 1.3848 0.4238  0.045
6 C -0.0418 0.3050 -0.1236  -0.469
7 O -0.4764 0.2902 -1.2374  0.189
8 O -0.2842 -0.6459 0.8077  0.009
9 C 0.2286 -1.9572 0.4717  -0.099
10 C -0.5318 -2.6707 -0.6110  -0.175
11 C 0.1218 -2.9807 -1.7988  -0.034
12 C -0.5333 -3.6543 -2.8208  -0.081
13 C -1.8610 -4.0113 -2.6490  -0.081
14 C -2.5181 -3.7001 -1.4639  -0.043
15 C -1.8719 -3.0310 -0.4291  -0.216
16 C -2.6121 -2.7086 0.8411  -0.032
17 C -0.0930 2.5290 0.6534  -0.218
18 C -0.5670 3.3449 -0.3736  0.004
19 C -1.4044 4.4027 -0.0365  -0.133
20 N -1.7873 4.6833 1.2084  0.057
21 C -1.3326 3.8912 2.1763  -0.139
22 C -0.4862 2.8070 1.9567  0.011
23 H 2.8815 0.2402 1.6686  0.070
24 H 4.2886 0.2395 0.5957  0.073
25 H 4.3257 1.1810 2.0794  0.071
26 H 3.8842 2.4840 -0.1309  0.115
27 H 2.7600 2.8147 1.2136  0.115
28 H 1.7751 2.4591 -1.1239  0.144
29 H 0.1694 -2.5154 1.4061  0.133
30 H 1.2816 -1.8686 0.1995  0.126
31 H 1.1532 -2.6709 -1.9216  0.114
32 H -0.0065 -3.8842 -3.7369  0.101
33 H -2.3883 -4.5259 -3.4418  0.101
34 H -3.5569 -3.9781 -1.3322  0.107
35 H -2.6028 -1.6331 1.0251  0.081
36 H -3.6526 -3.0186 0.7562  0.076
37 H -2.1616 -3.1942 1.7084  0.086
38 H -0.3023 3.1353 -1.4007  0.115
39 H -1.7903 5.0453 -0.8195  0.106
40 H -1.6487 4.1251 3.1866  0.104
41 H -0.1433 2.1915 2.7771  0.117

Atomic forces in eV per Å
C -0.1 0.1 0.0
C 0.2 -0.5 -0.2
C 0.0 0.3 0.3
F 0.0 0.1 0.1
N -0.3 -0.2 -0.3
C -0.3 0.0 -0.2
O 0.2 -0.1 0.3
O 0.4 0.2 -0.1
C -0.2 -0.4 0.0
C 0.1 0.1 -0.1
C -0.1 0.0 0.1
C 0.0 0.1 0.2
C 0.0 0.0 0.0
C 0.1 0.0 0.0
C 0.0 -0.1 -0.1
C 0.0 0.2 -0.2
C 0.0 0.2 0.3
C 0.1 -0.1 0.3
C 0.1 -0.2 -0.1
N 0.1 -0.1 0.0
C 0.1 -0.2 -0.1
C -0.1 0.2 -0.2
H 0.0 0.0 0.1
H -0.1 0.0 0.0
H 0.0 0.0 0.0
H 0.0 0.2 0.1
H 0.0 0.1 -0.1
H -0.1 -0.2 -0.1
H 0.0 0.1 0.0
H 0.0 0.1 0.0
H 0.0 0.0 0.0
H 0.0 0.0 0.0
H 0.0 0.0 0.0
H 0.0 0.0 0.0
H 0.0 0.0 0.1
H 0.0 -0.1 0.1
H 0.0 0.0 0.0
H -0.1 0.1 0.0
H 0.0 0.0 0.0
H 0.0 0.0 0.0
H 0.0 0.0 0.0

Its SMILES is CC[C@@H](F)N(C(=O)OCc1ccccc1C)c1ccncc1. As for the energy above the lowest of the compared OMol25 structures with the same formula, charge and spin: 90.0 kJ/mol. The calculation puts the largest force on an atom at 0.58 eV/Å. The gap between HOMO and LUMO comes out at 9.6864 eV. Its charge is 0. Its total energy is -1019.0460 a.u.

[5]
Computed, not measured: one molecule with the formula C4H5NO4S2 at a distorted geometry, with ωB97M-V with the def2-TZVPD basis set.

Last column: Löwdin charge in e.
Cartesian coordinates (Å):
1 C -1.7900 1.3660 1.0323  -0.109
2 C -1.7338 0.4071 -0.1309  -0.116
3 C -0.6207 1.6030 1.6731  -0.064
4 C -0.5648 -0.1554 -0.3373  -0.222
5 N 1.9818 -1.1090 -1.1243  -0.082
6 O 1.1818 -0.4353 1.6736  -0.297
7 O 1.5945 1.3276 0.0351  -0.311
8 O 0.2238 -2.9932 -1.1160  -0.285
9 O 0.1192 -1.1473 -2.8816  -0.321
10 S 0.6604 0.5278 0.7672  0.648
11 S 0.4831 -1.6210 -1.5396  0.707
12 H -2.7227 1.5250 1.4434  0.081
13 H -2.6372 0.4793 -0.8319  0.148
14 H -0.5064 1.8098 2.7319  0.096
15 H 2.1574 -1.4435 -0.1605  0.083
16 H 2.1737 -0.1408 -1.2344  0.045

Atomic forces in eV per Å
C 3.3 -1.2 0.2
C -1.7 1.8 -1.5
C -0.6 -2.1 -1.5
C 2.1 -2.4 -0.9
N -0.6 -3.0 0.6
O 0.4 -1.0 0.7
O 0.3 0.5 -0.5
O 0.8 2.7 -0.3
O 1.1 -1.1 2.4
S -2.3 2.1 1.4
S -2.6 2.0 -1.2
H -1.8 0.9 0.7
H 1.4 -1.0 1.1
H 0.3 0.5 -0.3
H 0.3 0.2 -0.7
H 0.0 1.0 -0.3

Its SMILES is NS(=O)(=O)C1=CC=CS1(=O)=O. As for the energy above the lowest of the compared OMol25 structures with the same formula, charge and spin: 533.4 kJ/mol. The calculation puts the largest force on an atom at 3.47 eV/Å. The gap between HOMO and LUMO comes out at 9.2420 eV. Its charge is 0. Its total energy is -1307.3558 a.u.

| no. | molar mass (g/mol) |
| --- | --- |
| 1 | 136.172 |
| 2 | 610.181 |
| 3 | 80.107 |
| 4 | 302.349 |
| 5 | 195.221 |